(1)
C3H8N3O | ωB97M-V/def2-TZVPD

Results
* HOMO energy (alpha / beta): -13.83 / -12.06 eV
* HOMO-LUMO gap (alpha / beta): 9.42 / 7.29 eV
* ΔE to the lowest compared entry with this formula, charge and spin: 5.648 eV

Geometry as ORCA input:
```
! wB97M-V def2-TZVPD RIJCOSX def2/J DEFGRID3
* xyz 1 1
N -1.604 0.794 0.179
H 2.971 0.033 0.815
N 1.141 0.165 0.054
H -1.359 2.818 0.165
C -0.880 1.907 -0.009
O 0.153 -0.797 0.010
H -1.166 -2.335 -0.209
H 2.805 -0.382 -0.956
C 2.439 -0.536 0.067
N -1.842 -1.574 -0.045
H 0.267 1.952 -0.049
C -1.122 -0.476 -0.009
H 2.163 -1.481 0.286
H -2.586 0.957 0.064
H -2.734 -1.680 0.471
*
```

(2)
C3H8N3S | ωB97M-V/def2-TZVPD

Results
* HOMO energy: -13.51 eV
* SMILES: C[C@@H]1NSNC1=[NH2+]
* HOMO-LUMO gap: 9.69 eV
* ΔE to the lowest compared entry with this formula, charge and spin: 0.998 eV

Geometry as ORCA input:
```
! wB97M-V def2-TZVPD RIJCOSX def2/J DEFGRID3
* xyz 1 1
H 1.062 2.221 0.506
H 0.352 -2.620 0.070
N -1.471 -1.112 0.223
H 1.867 1.214 -0.782
S -2.609 0.199 -0.077
H -0.028 0.662 -1.583
C 1.184 1.179 0.112
N 0.687 -1.671 -0.135
N -1.242 1.350 -0.056
H -1.103 1.563 0.860
H 1.696 -1.562 0.088
C -0.274 -0.772 -0.221
H 1.641 0.684 0.975
H -1.689 -2.023 0.541
C -0.072 0.688 -0.521
*
```

(3)
C3H8N3S | ωB97M-V/def2-TZVPD

Results
* HOMO energy (alpha / beta): -12.77 / -12.84 eV
* HOMO-LUMO gap (alpha / beta): 6.95 / 8.17 eV
* ΔE to the lowest compared entry with this formula, charge and spin: 4.247 eV

Geometry as ORCA input:
```
! wB97M-V def2-TZVPD RIJCOSX def2/J DEFGRID3
* xyz 1 1
C -2.507 0.945 -0.279
H 3.197 0.243 -0.428
N -0.914 -0.315 0.827
N 0.205 0.461 0.924
N 2.392 0.670 0.075
H 1.675 -2.262 -0.273
H 1.084 -1.399 -1.507
H -2.917 1.367 0.553
H -1.597 1.523 -0.672
H -1.420 -0.002 1.628
C 1.237 -0.031 0.270
H -3.138 0.357 -0.899
S -0.710 -1.858 0.157
C 0.972 -1.359 -0.347
H 2.440 1.660 -0.029
*
```

(4)
C3H8N3S | ωB97M-V/def2-TZVPD

Results
* HOMO energy (alpha / beta): -12.80 / -12.80 eV
* HOMO-LUMO gap (alpha / beta): 8.40 / 8.40 eV
* ΔE to the lowest compared entry with this formula, charge and spin: 5.185 eV

Geometry as ORCA input:
```
! wB97M-V def2-TZVPD RIJCOSX def2/J DEFGRID3
* xyz 1 1
H 0.500 2.368 -0.587
N -1.169 -0.645 -0.159
H 1.307 -1.960 -1.577
C 1.035 -1.152 -0.948
C 1.496 0.297 0.882
S -0.754 0.634 0.664
H -0.536 1.204 -1.377
H -1.242 2.721 -0.704
N 1.619 -0.592 -0.077
H 1.944 1.323 0.664
H 1.730 -0.076 1.837
N -1.533 -1.787 0.460
H -2.280 -2.444 0.068
H -1.568 -1.753 1.452
C -0.552 1.862 -0.598
*
```

(5)
C3H8N3S | ωB97M-V/def2-TZVPD

Results
* HOMO energy (alpha / beta): -10.56 / -13.87 eV
* expectation value of S²: 2.01
* HOMO-LUMO gap (alpha / beta): 7.56 / 6.15 eV
* ΔE to the lowest compared entry with this formula, charge and spin: 1.516 eV

Geometry as ORCA input:
```
! wB97M-V def2-TZVPD RIJCOSX def2/J DEFGRID3
* xyz 1 3
H 2.614 1.459 0.983
H -1.746 -1.897 -0.203
H 0.363 -2.193 -0.024
C 2.202 -0.521 -0.016
H -1.870 2.011 -0.426
N -1.960 0.078 0.038
H -2.740 0.391 0.653
S 3.378 0.581 0.282
C -1.158 1.255 -0.309
N -1.308 -1.088 0.198
C -0.001 -1.189 0.133
H 2.334 -1.377 -0.613
H -0.625 1.036 -1.329
H -0.366 1.694 0.257
N 0.882 -0.242 0.375
*
```

(6)
C3H8N4 | ωB97M-V/def2-TZVPD

Results
* HOMO energy: -8.96 eV
* SMILES: [H]/N=C\NC.N#CN
* HOMO-LUMO gap: 9.57 eV
* ΔE to the lowest compared entry with this formula, charge and spin: 4.156 eV

Geometry as ORCA input:
```
! wB97M-V def2-TZVPD RIJCOSX def2/J DEFGRID3
* xyz 0 1
H -1.627 -0.765 -1.474
H 1.048 1.082 -2.302
N 0.307 -0.039 -0.685
H 1.811 1.401 -0.833
N -0.640 -2.220 -0.349
C 0.815 1.221 -1.247
H -0.405 0.383 3.166
H 0.219 -2.375 0.174
C -0.831 -1.049 -0.797
C -0.744 0.485 1.127
H 0.770 -0.357 2.160
H 1.084 -0.654 -0.958
N 0.023 0.330 2.253
N -1.919 0.538 0.861
H 0.090 2.017 -1.096
*
```

(7)
C3H8N4 | ωB97M-V/def2-TZVPD

Results
* HOMO energy: -7.70 eV
* SMILES: [H]/N=N/C(N)=C(\C)N
* HOMO-LUMO gap: 8.50 eV
* ΔE to the lowest compared entry with this formula, charge and spin: 2.968 eV

Geometry as ORCA input:
```
! wB97M-V def2-TZVPD RIJCOSX def2/J DEFGRID3
* xyz 0 1
N -0.963 -1.830 0.206
H -1.499 -1.767 -0.651
N 2.100 -1.131 -0.556
H 3.078 -1.392 -0.345
H 0.831 1.915 -0.924
H 0.168 2.585 0.574
N 1.408 -1.066 0.464
H 1.533 1.514 0.637
C -0.352 0.521 0.187
N -1.817 0.903 0.097
H -2.465 0.148 0.309
C 0.585 1.682 0.118
H -0.472 -2.712 0.315
H -2.045 1.404 -0.758
C -0.089 -0.775 0.328
*
```

(8)
C3H8N4 | ωB97M-V/def2-TZVPD

Results
* HOMO energy: -8.17 eV
* HOMO-LUMO gap: 9.10 eV
* ΔE to the lowest compared entry with this formula, charge and spin: 7.504 eV

Geometry as ORCA input:
```
! wB97M-V def2-TZVPD RIJCOSX def2/J DEFGRID3
* xyz 0 1
C 0.050 -0.216 -0.051
H -1.453 2.479 0.826
H 1.694 1.602 0.011
N -1.069 0.522 0.146
H -1.921 -2.564 -0.733
C 1.521 0.540 -0.056
H -1.745 -0.041 -0.309
C 2.678 -0.283 0.055
N -1.599 -1.569 0.043
N -1.175 1.861 -0.108
H -1.565 -1.886 1.249
N -0.076 -1.520 -0.204
H 3.587 0.295 -0.038
H -1.572 2.250 -0.900
H 2.646 -1.471 0.069
*
```